Below is a molecular structure, C23H23BrFIrN4O3S, with properties calculated with wB97M-V/def2-TZVPD.

## Properties
<S²>: 0.805
2S+1: 2
electronic energy: -122732.4254 eV
orbital gap (alpha / beta): 4.503 / 4.232 eV
total charge: +3
strongest force on any atom: 5.9 eV/A
molecular weight: 726.648 g/mol

Atoms and positions in Å:
1 Ir 0.155874 -0.192639 -4.529728
2 Br 0.113174 2.136661 -4.014428
3 S -4.304626 -1.353739 -4.287528
4 F -2.182526 -0.232539 1.797972
5 O 2.055174 -1.058239 -4.296328
6 O 0.055274 -1.004839 -2.396328
7 O 4.119574 -1.313039 -3.482228
8 N -0.416226 1.022661 6.212672
9 N -1.928226 -0.675539 -4.994528
10 N -0.239826 -0.270239 3.864272
11 N 3.104174 -0.746339 0.348572
12 C -5.092426 0.949061 -5.728128
13 C 0.516374 -0.886139 4.930972
14 C 1.796074 -0.648639 0.775972
15 C -2.757226 0.253661 -5.586728
16 C 0.098974 -0.378139 2.537172
17 C -2.383126 1.286961 -6.451828
18 C 4.624974 0.847761 1.470872
19 C -0.564426 -0.608739 0.205972
20 C -2.605526 -1.571939 -4.326928
21 C 2.931274 -1.143139 -3.400928
22 C 3.366274 -0.919039 -0.948128
23 C -1.652826 0.324861 5.786472
24 C -4.116426 0.066061 -5.270128
25 C 0.765374 0.119561 6.070372
26 C 1.033674 -0.932339 -1.611128
27 C 0.770074 -0.741139 -0.192928
28 C 4.246474 -0.614639 1.248172
29 C 2.411474 -1.002739 -1.934828
30 C -3.365126 2.147361 -6.930228
31 C -4.697226 1.987661 -6.563928
32 C -0.885526 -0.393339 1.512072
33 C -1.585826 0.105561 4.276272
34 C 1.432574 -0.472639 2.118572
35 H 5.469074 0.893561 2.155472
36 H 1.467774 -1.271739 4.572072
37 H -6.121026 0.839261 -5.424528
38 H -1.353426 1.397761 -6.766728
39 H -2.144226 -2.409039 -3.828428
40 H -1.730126 -0.613239 6.340472
41 H 1.654774 0.719961 5.875372
42 H 5.093374 -1.137839 0.799672
43 H -0.495026 1.358961 7.181572
44 H 2.209674 -0.394839 2.860572
45 H 3.799574 1.424261 1.884072
46 H -5.437326 2.677661 -6.934428
47 H -1.870926 1.022261 3.749072
48 H -0.296226 1.850761 5.615172
49 H -1.354626 -0.676439 -0.522428
50 H -2.321926 -0.662439 4.014672
51 H 4.022874 -1.112939 2.190372
52 H 0.916874 -0.431439 6.999472
53 H 4.932274 1.309561 0.535572
54 H -2.534926 0.921661 6.023072
55 H 4.406274 -0.998739 -1.245928
56 H -0.053026 -1.747139 5.305772
57 H -3.079426 2.952061 -7.589428

Forces on the atoms, in the same order (eV/Å):
1.04 -2.16 3.81
-0.14 -1.79 -0.47
1.09 -0.03 -0.31
-0.02 -0.08 0.04
-3.69 1.45 -4.39
-2.40 0.73 -4.03
-0.45 -0.13 -1.31
0.00 0.54 0.28
2.14 1.01 0.59
0.10 0.41 0.13
-0.11 -0.27 -0.70
0.22 0.20 -0.20
0.03 -0.20 0.20
-0.67 -0.16 -0.20
-0.89 1.07 -0.88
0.41 -0.06 -0.35
-0.28 0.04 0.14
-0.06 -0.18 -0.02
0.00 0.15 0.56
-0.91 -0.60 0.73
2.00 0.25 5.30
-0.02 0.00 0.26
-0.66 -0.31 -0.31
0.34 0.16 -0.11
0.73 -0.70 -0.29
3.44 0.58 2.18
-0.39 0.01 -0.62
0.68 0.36 0.60
-1.06 0.00 -1.32
0.62 -0.36 0.17
-0.30 -0.42 0.44
0.17 -0.14 -0.55
-0.56 -0.02 -0.13
-0.12 0.01 0.12
0.00 0.04 0.05
-0.05 0.04 0.10
-0.15 -0.06 -0.08
0.05 0.07 -0.03
0.10 0.00 0.17
0.13 0.17 0.01
-0.18 0.11 0.08
-0.23 -0.07 0.02
0.04 -0.04 -0.25
0.05 0.01 0.05
-0.04 0.04 0.06
-0.10 0.07 -0.03
-0.02 -0.10 0.20
0.03 -0.13 0.24
-0.11 0.04 -0.04
0.01 0.13 0.19
-0.04 -0.08 -0.10
-0.10 0.20 0.05
0.01 0.04 -0.08
0.19 0.05 0.07
-0.04 0.02 0.07
0.20 0.03 0.02
-0.01 0.04 -0.10

Need the Löwdin charges? In units of e they are: 1.243 0.385 1.209 0.094 -0.103 -0.059 0.168 0.074 -0.134 -0.075 0.008 -0.034 -0.110 -0.098 -0.341 -0.112 -0.045 -0.038 0.092 -0.402 -0.570 0.074 -0.081 -0.430 -0.062 -0.288 -0.041 -0.158 0.011 -0.026 -0.024 -0.168 -0.118 0.080 0.096 0.131 0.127 0.094 0.099 0.148 0.143 0.140 0.203 0.108 0.077 0.128 0.143 0.196 0.141 0.145 0.124 0.150 0.089 0.154 0.167 0.145 0.127